[1]
116
Properties=species:S:1:pos:R:3 method="wB97M-V/def2-TZVPD" homo_ev=-2.45 homo_lumo_gap_ev=4.04 lumo_ev=1.590 total_charge=-1 total_energy_ev=-183816.7847 de_lowest_kj_mol=3051.6
Y 0.4557 -0.3036 -0.7820
N -2.0867 1.2395 0.5167
C -3.4279 0.8434 0.4369
C -4.4495 1.7912 0.3832
C -5.7706 1.3992 0.2590
C -6.0946 0.0516 0.1928
C -5.0844 -0.8978 0.2297
C -3.7484 -0.5233 0.3466
P -2.3364 -1.6946 0.2133
C -2.0254 -2.1191 1.9600
C -2.3925 -1.2908 3.0136
C -2.0160 -1.6069 4.3103
C -1.2649 -2.7434 4.5612
C -0.9080 -3.5819 3.5144
C -1.2854 -3.2753 2.2177
C -3.1891 -3.1937 -0.3912
C -3.7582 -4.1622 0.4292
C -4.3914 -5.2630 -0.1311
C -4.4658 -5.4020 -1.5094
C -3.9022 -4.4380 -2.3333
C -3.2584 -3.3453 -1.7751
H -1.5117 0.6834 1.1492
H -1.9594 2.2251 0.6964
H -4.1962 2.8440 0.4495
H -6.5505 2.1496 0.2258
H -7.1278 -0.2573 0.1008
H -5.3385 -1.9482 0.1736
H -2.9717 -0.3942 2.8270
H -2.2887 -0.9489 5.1245
H -0.9440 -2.9646 5.5712
H -0.3204 -4.4706 3.7063
H -1.0021 -3.9217 1.3955
H -3.7055 -4.0562 1.5047
H -4.8282 -6.0171 0.5116
H -4.9613 -6.2627 -1.9404
H -3.9566 -4.5467 -3.4090
H -2.7950 -2.5970 -2.4079
Cl 5.9932 0.0146 3.9349
C 4.0102 0.2250 3.4754
C 2.9098 0.3450 4.2837
Cl 3.1194 0.5043 5.9891
C 1.6321 0.3781 3.6919
Cl 0.2286 0.5589 4.6801
C 1.4777 0.2074 2.2504
O 0.3269 0.2006 1.6024
C 2.6570 0.0650 1.6138
O 2.7407 -0.5134 0.1481
C 4.0208 -0.0370 2.1061
Cl 5.1160 -0.4215 1.1635
C -0.8991 4.9300 -0.9965
C 0.6038 4.9591 -0.7097
C 0.9706 6.2249 0.0528
Sb 1.1429 3.0369 0.2444
C 3.1930 2.9409 -0.4716
C 3.1627 2.4625 -1.9189
C 4.0174 4.2195 -0.3657
C 1.3311 3.5177 2.3813
C -0.0829 3.4997 2.9593
C 2.0940 4.7589 2.8262
H -1.2056 5.8159 -1.5627
H -1.4633 4.9236 -0.0590
H -1.1780 4.0429 -1.5687
H 1.1397 4.9482 -1.6642
H 0.3608 6.3100 0.9535
H 0.7748 7.1097 -0.5634
H 2.0221 6.2372 0.3356
H 3.6528 2.1745 0.1543
H 2.6357 3.1772 -2.5594
H 2.6825 1.4825 -2.0158
H 4.1815 2.3482 -2.3004
H 3.6361 4.9898 -1.0421
H 5.0521 3.9998 -0.6479
H 4.0291 4.6111 0.6493
H 1.8810 2.6446 2.7331
H -0.6890 4.3023 2.5242
H -0.0550 3.6419 4.0426
H -0.5624 2.5401 2.7624
H 1.5502 5.6745 2.6024
H 3.0853 4.8161 2.3810
H 2.2279 4.7120 3.9119
C 0.7648 -2.6119 -0.4795
Ge 2.5409 -2.9237 -1.2231
C 3.0460 -4.8280 -1.4270
C 4.2723 -5.1913 -1.9844
C 4.6477 -6.5257 -2.0691
C 3.8082 -7.5166 -1.5756
C 2.5887 -7.1682 -1.0113
C 2.2132 -5.8317 -0.9409
C 2.3575 -2.0291 -2.9937
C 3.2856 -1.1056 -3.4809
C 3.0080 -0.3452 -4.6136
C 1.8027 -0.5032 -5.2837
C 0.8818 -1.4473 -4.8399
C 1.1567 -2.1980 -3.7011
C 4.1877 -2.2402 -0.4212
C 4.0728 -0.9500 0.2369
C 5.4985 0.6564 0.1252
C 6.2233 0.0287 2.0714
C 5.6563 -1.8695 1.2094
C 5.1541 -2.9441 0.4476
H 0.8589 -2.5812 0.6309
H 4.9371 -4.4145 -2.3478
H 5.6012 -6.7965 -2.5085
H 4.1040 -8.5576 -1.6339
H 1.9355 -7.9378 -0.6155
H 1.2615 -5.5428 -0.5050
H 4.2237 -0.9732 -2.9495
H 3.7320 0.3771 -4.9729
H 1.5791 0.1079 -6.1500
H -0.0446 -1.5957 -5.3834
H 0.4475 -2.9350 -3.3392
H 5.1247 0.7142 -0.9007
H 6.1836 1.5194 0.1738
H 7.1301 0.5825 1.9649
H 6.7033 -2.1767 1.7625
H 5.4979 -3.9638 0.4605



[2]
122
Properties=species:S:1:pos:R:3 method="wB97M-V/def2-TZVPD" homo_ev=-4.89 homo_lumo_gap_ev=6.60 lumo_ev=1.709 total_charge=-1 total_energy_ev=-93929.0108
C -0.6832 -6.5566 4.2603
C -1.1235 -5.1469 3.7849
C -0.9331 -4.0464 4.6878
C -1.2719 -2.6776 4.3262
C -1.8203 -2.4780 3.0179
C -2.2034 -1.0789 2.4289
C -1.0255 -0.7096 1.4689
C 0.2590 -0.4884 2.1176
C 1.4473 -0.1781 1.3659
C 2.8158 0.0224 2.0640
C 2.7394 0.1070 3.6172
C 1.9796 1.3721 4.1303
O 1.5247 1.3062 5.3104
N 1.8421 2.5635 3.3677
C 0.4919 3.0687 3.2802
C 0.3527 4.4490 2.8223
C -0.9465 5.0344 2.6921
C -2.1620 4.2978 2.9633
C -2.0136 2.9328 3.3929
C -0.7058 2.3369 3.5587
C 1.2825 -0.1047 -0.0729
C -0.0015 -0.3246 -0.7255
C -1.1870 -0.6308 0.0469
C -2.5671 -0.8897 -0.6270
O -3.3602 0.0706 -0.6800
O -2.8466 -2.0317 -1.1277
C -0.0200 -0.2532 -2.2667
O -0.8913 0.2955 -2.8941
C 1.2125 -0.9102 -2.9410
C 1.0614 -1.7107 -4.1218
C 2.2665 -2.3062 -4.6438
Cl 2.1350 -3.3392 -6.0798
C 3.5478 -2.0959 -4.0093
C 3.6953 -1.2865 -2.8360
C 2.4895 -0.6888 -2.2980
C 2.4828 0.1770 -1.0076
O 3.3305 1.0114 -0.7814
C -2.0282 -3.5931 2.1090
C -1.6949 -4.9522 2.4606
H 0.4367 -6.5600 4.2361
H -0.9674 -6.7546 5.3175
H -1.0078 -7.3668 3.5721
H -0.4795 -4.2439 5.6829
H -1.0969 -1.8247 5.0072
H -2.3103 -0.3393 3.2503
H -3.1173 -1.1900 1.8117
H 0.3238 -0.5610 3.2191
H 3.5261 -0.7852 1.7581
H 3.2464 0.9656 1.6513
H 3.7863 0.2085 4.0143
H 2.3286 -0.8127 4.0951
H 2.2672 2.4905 2.4482
H 1.2767 5.0166 2.6082
H -1.0682 6.0845 2.3595
H -3.1571 4.7676 2.8627
H -2.9159 2.3353 3.6262
H -0.6599 1.2951 3.9072
H 0.0653 -1.8388 -4.5771
H 4.4526 -2.5878 -4.4200
H 4.6340 -1.1006 -2.2921
H -2.4320 -3.4363 1.0864
H -1.8567 -5.8009 1.7693
C 3.2036 -1.5093 8.0408
C 2.8642 -0.4332 7.0858
N 2.5838 0.4097 6.3299
H 2.3484 -2.1742 8.1818
H 4.0436 -2.0875 7.6591
H 3.4783 -1.0755 9.0010
C -1.1418 -4.7327 -7.4924
C -1.1323 -6.1910 -7.2604
N -1.1285 -7.3278 -7.0886
H -2.1690 -4.3774 -7.5695
H -0.6495 -4.2222 -6.6671
H -0.6168 -4.5037 -8.4131
C 3.6150 8.0046 2.7538
C 2.2040 7.6516 3.0018
N 1.1057 7.3758 3.1961
H 3.7911 8.0928 1.6827
H 3.8482 8.9544 3.2329
H 4.2663 7.2313 3.1592
C 5.8345 2.6147 6.8937
C 6.0300 1.1892 7.2154
N 6.1874 0.0767 7.4654
H 6.7544 3.0306 6.4845
H 5.0359 2.7204 6.1594
H 5.5647 3.1632 7.7950
C -1.0724 -9.3404 -4.2556
C -1.2130 -8.7856 -2.8952
N -1.3237 -8.3545 -1.8360
H -0.2065 -10.0001 -4.2972
H -1.9645 -9.9075 -4.5175
H -0.9397 -8.5339 -4.9770
C -2.0843 2.5124 -4.9275
C -1.7029 2.2906 -6.3362
N -1.4042 2.1192 -7.4337
H -1.8020 3.5195 -4.6227
H -3.1603 2.3933 -4.8105
H -1.5753 1.7905 -4.2910
C -6.3970 6.8328 2.5767
C -4.9355 6.8616 2.7743
N -3.7970 6.8810 2.9319
H -6.7594 7.8302 2.3339
H -6.6439 6.1583 1.7612
H -6.8882 6.4872 3.4860
C 1.6867 0.7216 -7.0109
C 3.1140 0.6995 -6.6270
N 4.2244 0.6855 -6.3304
H 1.4916 1.5744 -7.6600
H 1.4315 -0.1960 -7.5400
H 1.0637 0.8027 -6.1211
C -7.3480 3.6992 -0.7322
C -7.7506 4.9513 -0.0612
N -8.0621 5.9256 0.4662
H -6.5066 3.2498 -0.2050
H -8.1812 2.9983 -0.7365
H -7.0529 3.9092 -1.7590
C 1.3178 -1.4815 -10.8202
C 0.9157 -2.1202 -9.5531
N 0.6038 -2.6183 -8.5651
H 1.3085 -2.2168 -11.6236
H 0.6249 -0.6773 -11.0640
H 2.3221 -1.0706 -10.7242



[3]
119
Properties=species:S:1:pos:R:3 method="wB97M-V/def2-TZVPD" homo_ev=-9.32 homo_lumo_gap_ev=5.76 lumo_ev=-3.563 total_charge=+1 total_energy_ev=-141971.4362
Ta 0.0929 0.0369 0.2219
C -3.5336 -0.3307 -1.8607
C -3.6108 0.0710 -0.3972
C -3.0676 -0.8958 0.6573
N -1.6280 -0.8930 1.0632
C -1.3588 -1.7465 2.0581
C -2.3457 -2.2336 2.9695
C -2.2916 -3.3115 3.7966
C -1.2336 -4.2218 3.9637
C 0.0755 -3.9699 3.6717
C 0.6351 -2.7914 3.1519
C 0.0278 -1.7656 2.4711
N 0.7152 -0.6506 2.0196
C 2.0039 -0.3672 2.6599
C 3.2349 -0.7957 1.8786
C 3.1620 -0.1861 0.4841
N 2.0004 -0.7277 -0.2156
C 2.0711 -1.9695 -0.7326
C 3.2603 -2.7150 -0.7200
C 3.5312 -3.9974 -1.1513
C 2.6889 -4.9361 -1.7270
C 1.3537 -4.7584 -2.0158
C 0.5420 -3.6467 -1.8388
C 0.8172 -2.3906 -1.3015
N -0.1337 -1.4103 -1.2322
C -1.3548 -1.6289 -2.0104
C -2.1026 -0.3395 -2.3698
H -4.1313 0.3785 -2.4376
H -3.9847 -1.3146 -2.0188
H -4.6641 0.1940 -0.1321
H -3.1744 1.0655 -0.2934
H -3.6322 -0.6574 1.5559
H -3.2968 -1.9342 0.3910
H -3.2817 -1.6989 2.9704
H -3.2026 -3.5266 4.3431
H -1.4646 -5.1636 4.4444
H 0.7915 -4.7364 3.9430
H 1.7134 -2.7363 3.2231
H 1.9849 -0.7891 3.6653
H 2.0511 0.7061 2.7903
H 3.3101 -1.8832 1.8088
H 4.1158 -0.4335 2.4115
H 4.0684 -0.3462 -0.1019
H 3.0388 0.8955 0.5562
H 4.1153 -2.2118 -0.2959
H 4.5577 -4.3137 -1.0021
H 3.1174 -5.9035 -1.9549
H 0.8387 -5.6193 -2.4258
H -0.4833 -3.8168 -2.1165
H -1.9947 -2.3409 -1.4783
H -1.0502 -2.1076 -2.9426
H -2.0850 -0.2165 -3.4543
H -1.5826 0.5475 -1.9896
C -3.0632 4.7083 -0.3699
C -2.5579 3.5173 0.3693
C -3.0244 2.9723 1.5487
C -2.1710 1.9150 1.8463
N -1.2645 1.7753 0.8576
N -1.4952 2.7951 -0.0240
B -0.3602 3.3140 -0.9220
N -0.0554 2.3477 -2.0577
N 0.6689 1.2312 -1.7560
C 1.2034 0.8236 -2.9283
C 0.7716 1.6521 -3.9595
C -0.0200 2.6162 -3.3678
C -0.7144 3.7813 -3.9843
C 2.2144 -0.2233 -3.1934
C 1.8979 -1.3367 -3.9615
C 2.8923 -2.2202 -4.3612
C 4.2120 -1.9812 -4.0141
C 4.5377 -0.8575 -3.2636
C 3.5446 0.0203 -2.8612
N 0.9244 3.4840 -0.0814
N 1.2879 2.6098 0.9087
C 2.2650 3.2344 1.5833
C 2.5714 4.4635 0.9944
C 1.6902 4.5918 -0.0562
C 1.5412 5.7135 -1.0271
C 2.8632 2.7733 2.8531
C 2.1005 2.7935 4.0190
C 2.6482 2.3720 5.2203
C 3.9685 1.9436 5.2694
C 4.7461 1.9637 4.1197
C 4.1979 2.3852 2.9163
C -2.1928 1.2037 3.1360
C -1.0245 0.9930 3.8600
C -1.0725 0.4373 5.1287
C -2.2934 0.1002 5.6956
C -3.4669 0.3284 4.9897
C -3.4181 0.8810 3.7192
H -4.0694 4.9428 -0.0284
H -3.0941 4.5298 -1.4432
H -2.4311 5.5793 -0.1943
H -3.8269 3.3460 2.1606
H -0.6896 4.3644 -1.3724
H 1.0473 1.5710 -4.9967
H -0.6480 3.7078 -5.0676
H -0.2635 4.7248 -3.6756
H -1.7676 3.8101 -3.7063
H 0.8687 -1.5090 -4.2536
H 2.6336 -3.0886 -4.9526
H 4.9891 -2.6620 -4.3361
H 5.5703 -0.6547 -3.0096
H 3.7963 0.9151 -2.3039
H 3.3036 5.1778 1.3295
H 2.3517 6.4250 -0.8833
H 0.5969 6.2419 -0.8933
H 1.5818 5.3565 -2.0568
H 1.0767 3.1449 3.9766
H 2.0488 2.3902 6.1215
H 4.3982 1.6160 6.2068
H 5.7828 1.6557 4.1615
H 4.8019 2.4015 2.0166
H -0.0761 1.2879 3.4340
H -0.1531 0.2774 5.6781
H -2.3330 -0.3281 6.6884
H -4.4234 0.0783 5.4296
H -4.3378 1.0582 3.1740
Br -1.5121 -4.2943 0.4423